Record 1
Here is 9 unconnected molecules or ions with the total composition C49H50N10O2 in a non-equilibrium geometry from the Open Molecules 2025 dataset. Energies are from ωB97M-V/def2-TZVPD.

DFT total energy   -2595.1899 Ha
Energy above the lowest of the compared OMol25 structures with the same formula, charge and spin   0.0 kcal/mol
Molar mass   811.0 Da
HOMO-LUMO gap   9.56 eV
SMILES   O=C1N[C@@H](O)C[C@H]1c1ccncc1.c1ccncc1.c1ccncc1.c1ccncc1.c1ccncc1.c1ccncc1.c1ccncc1.c1ccncc1.c1ccncc1

Geometry (Å):
O1 -0.4304 3.4503 1.0084
C1 -0.3447 2.8005 -0.0066
N1 -0.8846 3.2248 -1.2477
C2 -0.5807 2.1871 -2.2509
O2 0.5803 2.5381 -2.9720
C3 -0.2501 0.9167 -1.4665
C4 0.3609 1.4555 -0.1595
C5 1.8633 1.6868 -0.2966
C6 2.7032 0.6211 -0.6132
C7 4.0621 0.8467 -0.7487
N2 4.6415 2.0338 -0.5819
C8 3.8355 3.0412 -0.2617
C9 2.4603 2.9235 -0.1165
H1 -1.8901 3.3068 -1.1183
H2 -1.4276 2.0823 -2.9339
H3 0.3809 3.2979 -3.5302
H4 0.4121 0.2976 -2.0677
H5 -1.1698 0.3551 -1.2970
H6 0.1421 0.7999 0.6831
H7 2.2969 -0.3730 -0.7664
H8 4.7155 0.0199 -1.0095
H9 4.2904 4.0122 -0.1007
H10 1.8970 3.8068 0.1546
C10 3.7202 6.4919 4.5243
C11 2.9947 7.0104 3.4619
C12 3.0541 6.3546 2.2420
N3 3.7778 5.2550 2.0328
C13 4.4703 4.7694 3.0605
C14 4.4703 5.3455 4.3226
H11 3.6976 6.9726 5.4939
H12 2.3908 7.9003 3.5753
H13 2.4927 6.7237 1.3898
H14 5.0476 3.8735 2.8587
H15 5.0478 4.9038 5.1230
C15 -1.0566 -4.8037 -1.1827
C16 -0.2512 -4.1204 -0.2842
C17 0.2100 -2.8656 -0.6530
N4 -0.0750 -2.2775 -1.8136
C18 -0.8503 -2.9490 -2.6626
C19 -1.3653 -4.2084 -2.3959
H16 -1.4388 -5.7889 -0.9431
H17 0.0158 -4.5362 0.6784
H18 0.8410 -2.2984 0.0246
H19 -1.0694 -2.4529 -3.6020
H20 -1.9874 -4.7071 -3.1264
C20 -6.0053 -7.8019 -3.8385
C21 -5.2052 -7.1219 -2.9343
C22 -4.7324 -5.8664 -3.2860
N5 -4.9995 -5.2747 -4.4471
C23 -5.7686 -5.9403 -5.3061
C24 -6.2948 -7.1978 -5.0506
H21 -6.4038 -8.7807 -3.6063
H22 -4.9512 -7.5526 -1.9749
H23 -4.1116 -5.2982 -2.6017
H24 -5.9727 -5.4380 -6.2453
H25 -6.9183 -7.6904 -5.7837
C25 0.7251 2.5954 3.8973
C26 1.8112 3.4280 4.1202
C27 2.4777 3.3395 5.3329
N6 2.1337 2.4973 6.3056
C28 1.0892 1.7036 6.0796
C29 0.3575 1.7122 4.9009
H26 0.1937 2.6494 2.9547
H27 2.1369 4.1326 3.3651
H28 3.3330 3.9751 5.5381
H29 0.8267 1.0275 6.8866
H30 -0.4823 1.0413 4.7763
C30 -1.4511 -6.9250 4.6917
C31 -2.0187 -6.8135 3.4328
C32 -1.5330 -5.8388 2.5751
N7 -0.5517 -4.9976 2.8929
C33 -0.0191 -5.1137 4.1079
C34 -0.4287 -6.0568 5.0381
H31 -1.8003 -7.6738 5.3906
H32 -2.8211 -7.4668 3.1189
H33 -1.9528 -5.7216 1.5811
H34 0.7742 -4.4139 4.3458
H35 0.0436 -6.1051 6.0094
C35 7.5414 9.3332 3.2617
C36 8.6765 8.5674 3.4741
C37 8.6749 7.2505 3.0384
N8 7.6411 6.6771 2.4273
C38 6.5569 7.4241 2.2302
C39 6.4575 8.7504 2.6259
H36 7.5029 10.3653 3.5862
H37 9.5470 8.9789 3.9666
H38 9.5461 6.6214 3.1855
H39 5.7296 6.9342 1.7319
H40 5.5492 9.3073 2.4395
C40 -10.0675 -12.3195 -2.9116
C41 -9.2812 -11.6343 -1.9998
C42 -8.8092 -10.3782 -2.3492
N9 -9.0673 -9.7910 -3.5155
C43 -9.8241 -10.4614 -4.3813
C44 -10.3468 -11.7210 -4.1293
H41 -10.4562 -13.3020 -2.6772
H42 -9.0373 -12.0611 -1.0367
H43 -8.1938 -9.8101 -1.6592
H44 -10.0211 -9.9622 -5.3237
H45 -10.9571 -12.2170 -4.8713
C45 2.8601 6.5633 -4.7460
C46 2.1329 6.0743 -3.6727
C47 0.8520 6.5639 -3.4624
N10 0.2783 7.4838 -4.2362
C48 0.9898 7.9465 -5.2610
C49 2.2769 7.5217 -5.5585
H46 3.8614 6.2034 -4.9437
H47 2.5453 5.3248 -3.0092
H48 0.2543 6.2004 -2.6323
H49 0.5024 8.6961 -5.8749
H50 2.8049 7.9335 -6.4078

Results of the Mulliken charge analysis, in e, for atoms 1 through 6: atom 1 (O): -0.63, atom 2 (C): -0.39, atom 3 (N): -0.23, atom 4 (C): -0.23, atom 5 (O): -0.50, atom 6 (C): -1.09



Record 2
Here is a molecular structure, C49H51BN5PtS3 in a non-equilibrium geometry from the Open Molecules 2025 dataset. Energies are from ωB97M-V/def2-TZVPD.

DFT total energy   -3508.8996 Ha
⟨S²⟩   6.024
Energy above the lowest of the compared OMol25 structures with the same formula, charge and spin   0.0 kcal/mol
Molar mass   1012.1 Da
Net charge   +3
HOMO-LUMO gap (alpha / beta)   8.28 / 5.18 eV
Multiplicity   5

Geometry (Å):
Pt1 15.6784 13.7883 10.5954
C1 16.4924 12.5803 13.5542
C2 16.9758 13.6465 12.6441
C3 16.4089 14.9472 12.7359
C4 15.3136 15.2236 13.8268
C5 16.8628 16.0306 11.9003
C6 16.1583 17.3605 12.0001
C7 17.7545 15.6317 10.8743
C8 17.9847 16.5497 9.6912
C9 18.4876 14.4030 10.8893
C10 19.6721 14.2537 10.0007
C11 18.0965 13.4139 11.8109
C12 18.8001 12.0707 11.9173
H1 15.5479 12.7867 14.0967
H2 17.2052 12.4552 14.4400
H3 16.3855 11.5560 13.1053
H4 15.7897 14.9281 14.7774
H5 14.4565 14.5955 13.7215
H6 14.9121 16.2583 13.8939
H7 15.1098 17.2134 11.6982
H8 16.5457 18.0905 11.3216
H9 16.1523 17.7878 13.0336
H10 18.9219 17.0681 9.8187
H11 17.1205 17.2387 9.7004
H12 17.9206 16.0330 8.7510
H13 19.3997 14.6870 9.0357
H14 20.1096 13.2646 9.8572
H15 20.4536 14.9277 10.4123
H16 18.0824 11.3480 11.5817
H17 19.0138 11.7835 12.9469
H18 19.7219 11.9189 11.3724
N1 14.3944 15.2818 10.0975
S1 13.0794 15.8056 9.7707
N2 11.9495 14.6749 9.2179
S2 11.0927 13.6213 9.9092
N3 11.7637 12.4332 10.7731
S3 13.0936 11.6496 10.3399
N4 14.1525 12.3386 11.3310
C13 13.4122 11.6496 8.5968
C14 12.9086 10.6092 7.8237
C15 12.9632 10.6115 6.4086
C16 13.5139 11.7354 5.7599
C17 14.1408 12.7281 6.5461
C18 13.9998 12.7337 7.9125
C19 12.9066 10.0079 10.8025
C20 13.9944 9.1506 10.4061
C21 14.0042 7.8442 10.7981
C22 12.9152 7.3239 11.4938
C23 11.8971 8.1845 12.0194
C24 11.8980 9.5042 11.6661
C25 10.2201 12.9113 8.5902
C26 10.4494 13.3965 7.3051
C27 9.8029 12.7412 6.2323
C28 8.7664 11.8354 6.5259
C29 8.5282 11.4423 7.8763
C30 9.2846 11.9705 8.9365
C31 9.8602 14.1861 11.1107
C32 8.9064 15.1114 10.6809
C33 7.9039 15.4722 11.5646
C34 7.9985 14.9605 12.8802
C35 8.9987 14.1311 13.3065
C36 10.0398 13.7642 12.4022
C37 13.0906 16.9453 8.3585
C38 14.3219 17.5471 8.1129
C39 14.4730 18.3118 6.9678
C40 13.3987 18.4075 6.0699
C41 12.1497 17.8612 6.3711
C42 11.9865 17.1098 7.5125
C43 12.2880 16.6892 11.0730
C44 11.9317 18.0660 10.9766
C45 11.5028 18.7640 12.0778
C46 11.5760 18.0962 13.3213
C47 11.9616 16.7745 13.4544
C48 12.3678 16.0789 12.3305
H19 12.3825 9.8238 8.3326
H20 12.4365 9.7936 5.9281
H21 13.5023 11.9116 4.6658
H22 14.6624 13.5787 6.1257
H23 14.3673 13.6285 8.4336
H24 14.6715 9.5242 9.7175
H25 14.7787 7.1373 10.3943
H26 12.8775 6.2665 11.7224
H27 11.1897 7.8223 12.7726
H28 11.1884 10.2009 12.0367
H29 11.1386 14.1957 7.2147
H30 9.8848 13.0902 5.2168
H31 8.1822 11.3947 5.7770
H32 7.7940 10.6476 8.1138
H33 9.1331 11.6316 9.9815
H34 8.8047 15.4210 9.6616
H35 7.0242 16.0705 11.3235
H36 7.2010 15.1411 13.5844
H37 8.9972 13.8300 14.3461
H38 10.8502 13.1399 12.8184
H39 15.1668 17.3894 8.6918
H40 15.4337 18.7496 6.7355
H41 13.4730 18.9157 5.1191
H42 11.3230 17.9790 5.6531
H43 11.0010 16.6887 7.6939
H44 11.9584 18.6839 10.0696
H45 11.0221 19.7364 11.9782
H46 11.2684 18.5030 14.2367
H47 11.9483 16.2853 14.4017
H48 12.7000 15.0790 12.4582
B1 16.7287 10.3022 7.7477
C49 16.6752 11.3236 8.8692
N5 16.5504 12.1893 9.6448
H49 16.6967 9.1438 8.4004
H50 15.6083 10.4179 7.2852
H51 17.6791 10.2709 7.0333

Results of the Mulliken charge analysis, in e, for atoms 1 through 6: atom 1 (Pt): 1.73, atom 2 (C): -1.92, atom 3 (C): 0.68, atom 4 (C): 1.42, atom 5 (C): -2.53, atom 6 (C): 0.52



Record 3
Here is a molecular structure, C49H51BrGeI3N10OS2Ti in a non-equilibrium geometry from the Open Molecules 2025 dataset. Energies are from ωB97M-V/def2-TZVPD.

DFT total energy   -9710.3606 Ha
Energy above the lowest of the compared OMol25 structures with the same formula, charge and spin   0.0 kcal/mol
Molar mass   1441.2 Da
Net charge   +1
HOMO-LUMO gap (alpha / beta)   5.47 / 5.47 eV

Geometry (Å):
Ti1 1.0595 0.0718 0.0234
S1 -0.1957 1.8686 1.0988
C1 -1.1555 2.6977 -0.1362
N1 -2.0902 3.6025 0.3104
C2 -3.0089 4.1555 -0.6655
C3 -2.2650 4.4838 -1.9596
N2 -1.6181 3.2873 -2.4466
C4 -1.9806 2.7938 -3.7583
C5 -3.4698 2.5353 -3.8885
C6 -4.2072 3.1058 -4.9160
C7 -5.5817 2.9084 -5.0074
C8 -6.2369 2.1512 -4.0512
C9 -5.5103 1.5879 -3.0060
C10 -4.1363 1.7660 -2.9331
C11 -0.9680 2.5066 -1.4570
S2 0.2458 1.4108 -1.9956
C12 -2.3748 3.8645 1.7166
C13 -3.5520 3.0719 2.2423
C14 -3.3526 1.8602 2.8974
C15 -4.4295 1.1059 3.3437
C16 -5.7265 1.5580 3.1397
C17 -5.9375 2.7724 2.5005
C18 -4.8560 3.5241 2.0610
H1 -3.4447 5.0602 -0.2378
H2 -3.8266 3.4637 -0.8940
H3 -1.5543 5.2998 -1.7975
H4 -2.9970 4.8074 -2.7006
H5 -1.4259 1.8727 -3.9437
H6 -1.6754 3.5047 -4.5299
H7 -3.7015 3.7191 -5.6543
H8 -6.1406 3.3628 -5.8154
H9 -7.3092 2.0139 -4.1051
H10 -6.0303 1.0303 -2.2366
H11 -3.5733 1.3547 -2.1004
H12 -2.5669 4.9351 1.8145
H13 -1.4841 3.6483 2.3027
H14 -2.3388 1.5099 3.0644
H15 -4.2585 0.1689 3.8598
H16 -6.5677 0.9735 3.4896
H17 -6.9451 3.1404 2.3547
H18 -5.0316 4.4810 1.5816
I1 1.8136 4.3107 -1.7097
C19 1.6652 2.4020 -2.5796
I2 1.8329 -1.6407 -1.9507
H19 2.5712 1.8505 -2.3421
H20 1.5764 2.5291 -3.6520
C20 -3.7793 -2.3594 -1.9255
N3 -2.8338 -1.6725 -1.0304
C21 -1.6232 -1.2186 -1.3037
N4 -1.0557 -0.7719 -0.1894
C22 -2.0218 -0.9713 0.7585
N5 -3.1100 -1.5272 0.2940
C23 -3.0481 -3.2214 -2.9196
C24 -3.2848 -3.1134 -4.2809
C25 -2.5709 -3.9056 -5.1780
C26 -1.5897 -4.7683 -4.7248
C27 -1.3376 -4.8593 -3.3559
C28 -2.0805 -4.1073 -2.4617
C29 -0.2275 -5.6783 -2.8565
N6 0.5150 -6.5210 -3.4702
N7 1.4929 -6.9250 -2.5385
C30 1.2343 -6.2848 -1.4623
O1 0.1530 -5.4750 -1.5691
C31 1.9910 -6.2192 -0.2066
C32 3.2810 -6.7409 -0.1432
C33 4.0388 -6.5547 1.0002
C34 3.5318 -5.8228 2.0688
C35 2.2372 -5.3238 2.0178
C36 1.6946 -4.4803 3.1342
N8 1.5594 -3.0643 2.7197
C37 1.6087 -2.5441 1.5187
N9 1.3586 -1.2308 1.6041
C38 1.1598 -1.0274 2.9542
N10 1.2632 -2.1176 3.6555
C39 1.4609 -5.5498 0.8866
H21 -4.3992 -1.6240 -2.4265
H22 -4.4106 -2.9490 -1.2636
H23 -1.1655 -1.2528 -2.2796
H24 -1.9083 -0.6908 1.7925
H25 -4.0230 -2.4088 -4.6489
H26 -2.7663 -3.8253 -6.2390
H27 -1.0019 -5.3585 -5.4163
H28 -1.8839 -4.1912 -1.3988
H29 3.6827 -7.2671 -0.9998
H30 5.0410 -6.9582 1.0526
H31 4.1450 -5.6485 2.9455
H32 2.3448 -4.4903 4.0044
H33 0.7006 -4.7994 3.4429
H34 1.8326 -3.0798 0.6111
H35 0.9576 -0.0589 3.3882
H36 0.4454 -5.1702 0.8399
Br1 2.7033 2.0253 7.3581
C40 3.9923 2.6172 6.1237
C41 5.2994 2.7422 6.5779
C42 6.2989 3.1622 5.7138
C43 5.9966 3.4599 4.3926
C44 4.6912 3.3371 3.9399
C45 3.6817 2.9178 4.8034
I3 1.7676 2.7596 3.9956
H37 5.5251 2.5075 7.6091
H38 7.3135 3.2583 6.0783
H39 6.7721 3.7902 3.7129
H40 4.4463 3.5721 2.9121
C46 5.2732 0.0470 1.8631
Ge1 4.5897 0.8702 0.2428
C47 5.0977 -0.2292 -1.2697
C48 5.3974 2.6149 -0.0029
C49 2.6659 1.2162 0.5763
H41 6.3483 -0.1188 1.7704
H42 4.7962 -0.9189 2.0492
H43 5.0938 0.6945 2.7251
H44 6.1720 -0.0880 -1.4137
H45 4.5890 0.0527 -2.1918
H46 4.9081 -1.2864 -1.0856
H47 6.4540 2.5629 0.2705
H48 4.9100 3.3672 0.6193
H49 5.3252 2.9344 -1.0439
H50 2.4494 2.2432 0.2705
H51 2.5935 1.2297 1.6718

Results of the Mulliken charge analysis, in e, for atoms 1 through 6: atom 1 (Ti): 0.23, atom 2 (S): 0.61, atom 3 (C): 0.02, atom 4 (N): 0.38, atom 5 (C): -0.49, atom 6 (C): -1.08



Record 4
Here is a molecular structure, C49H52AsCl3GeN4O2P2SV from the Open Molecules 2025 dataset. Energies are from ωB97M-V/def2-TZVPD.

DFT total energy   -9985.3861 Ha
⟨S²⟩   2.200
Molar mass   1127.8 Da
Net charge   +3
HOMO-LUMO gap (alpha / beta)   8.33 / 5.69 eV
Multiplicity   3

Geometry (Å):
V1 -0.5860 -0.4648 -0.1398
O1 -0.3471 0.3485 -2.3734
C1 0.9641 0.5585 -2.8820
C2 1.2431 0.4100 -4.2327
C3 2.5251 0.6517 -4.7015
C4 3.5436 1.0030 -3.8283
C5 3.2773 1.0483 -2.4739
C6 1.9877 0.8302 -1.9790
P1 1.7059 0.5861 -0.2064
C7 1.9304 2.1474 0.6831
C8 1.3087 2.2769 1.9273
C9 1.5289 3.4064 2.7059
C10 2.3731 4.4100 2.2484
C11 2.9799 4.2924 1.0055
C12 2.7559 3.1687 0.2216
C13 3.2235 -0.3430 0.2214
C14 3.4204 -1.6130 -0.3200
C15 4.6189 -2.2802 -0.1304
C16 5.6518 -1.6787 0.5803
C17 5.4774 -0.4038 1.0943
C18 4.2674 0.2632 0.9238
C19 -1.3664 1.2418 -2.8450
C20 -1.6812 1.3279 -4.1922
C21 -2.6199 2.2576 -4.6157
C22 -3.2539 3.0933 -3.7078
C23 -2.9903 2.9408 -2.3604
C24 -2.0709 1.9906 -1.9107
P2 -1.8687 1.6479 -0.1578
C25 -3.4997 1.2026 0.4925
C26 -4.6353 1.0816 -0.3021
C27 -5.8365 0.6669 0.2593
C28 -5.9136 0.3677 1.6106
C29 -4.7810 0.4781 2.4091
C30 -3.5804 0.8847 1.8505
C31 -1.4419 3.2655 0.5419
C32 -2.0735 3.8050 1.6584
C33 -1.7442 5.0830 2.0932
C34 -0.7996 5.8314 1.4095
C35 -0.1754 5.3015 0.2861
C36 -0.4921 4.0253 -0.1439
H1 0.4935 0.0851 -4.9318
H2 2.7274 0.5463 -5.7590
H3 4.5426 1.1901 -4.1965
H4 4.0914 1.2146 -1.7793
H5 0.6101 1.5225 2.2649
H6 1.0164 3.5198 3.6535
H7 2.5400 5.2944 2.8494
H8 3.6230 5.0821 0.6397
H9 3.2263 3.0998 -0.7509
H10 2.6486 -2.0714 -0.9220
H11 4.7626 -3.2621 -0.5625
H12 6.5972 -2.1903 0.7026
H13 6.3007 0.0909 1.5944
H14 4.1632 1.2792 1.2827
H15 -1.2315 0.6858 -4.9276
H16 -2.8505 2.3265 -5.6703
H17 -3.9648 3.8337 -4.0467
H18 -3.5088 3.5556 -1.6338
H19 -4.5961 1.3008 -1.3607
H20 -6.7164 0.5856 -0.3653
H21 -6.8545 0.0575 2.0453
H22 -4.8363 0.2552 3.4669
H23 -2.7039 0.9747 2.4840
H24 -2.8450 3.2569 2.1805
H25 -2.2515 5.5008 2.9525
H26 -0.5634 6.8350 1.7379
H27 0.5443 5.8921 -0.2653
H28 -0.0199 3.6358 -1.0398
Cl1 -2.4850 -0.2796 5.0713
Ge1 -1.3775 -1.6826 3.9537
Cl2 -2.5637 -3.1193 2.9999
Cl3 0.0708 -2.6128 5.1775
O2 -0.3744 -0.6674 2.8110
N1 -0.6336 -0.6013 1.5168
C37 -5.7355 -3.6142 -2.5444
C38 -4.5569 -2.8617 -2.0137
C39 -4.4048 -2.5738 -0.6634
C40 -3.3023 -1.8682 -0.2254
N2 -2.3297 -1.4386 -1.0406
C41 -2.4690 -1.7216 -2.3488
C42 -3.5435 -2.4109 -2.8620
H29 -6.4787 -3.7965 -1.7718
H30 -5.4184 -4.5773 -2.9479
H31 -6.2067 -3.0632 -3.3589
H32 -5.1498 -2.8831 0.0578
H33 -3.1926 -1.6191 0.8182
H34 -1.6824 -1.3774 -3.0045
H35 -3.5944 -2.5938 -3.9276
C43 1.1529 -5.9026 0.0860
N3 1.0656 -5.0878 -1.1096
C44 1.3839 -5.6490 -2.4275
C45 1.0950 -4.4821 -3.3895
N4 0.8047 -3.3878 -2.4575
C46 0.7207 -3.8120 -1.1847
S1 0.2682 -2.8361 0.1396
H36 0.5368 -6.7935 -0.0343
H37 0.7943 -5.3325 0.9376
H38 2.1855 -6.2100 0.2564
H39 0.7573 -6.5194 -2.6195
H40 2.4269 -5.9662 -2.4562
H41 0.2386 -4.6838 -4.0319
H42 1.9528 -4.2415 -4.0133
H43 0.3859 -2.5156 -2.7281
C47 4.5650 0.9665 4.2054
As1 2.8437 0.1370 3.9537
C48 1.8887 0.7125 5.5294
C49 3.0895 -1.7653 3.7642
H44 4.7826 0.8854 5.2726
H45 4.5223 2.0179 3.9270
H46 5.3182 0.4437 3.6264
H47 2.3716 0.2057 6.3684
H48 0.8313 0.4700 5.5127
H49 2.0338 1.7879 5.6096
H50 3.2324 -2.1730 4.7664
H51 3.9818 -1.8950 3.1534
H52 2.2279 -2.2192 3.2831

Results of the Mulliken charge analysis, in e, for atoms 1 through 6: atom 1 (V): 0.42, atom 2 (O): 1.67, atom 3 (C): -0.21, atom 4 (C): -0.80, atom 5 (C): -1.22, atom 6 (C): -1.09



> Number 3 is which compound?

C49H51BrGeI3N10OS2Ti



> Number 2 is which compound?

C49H51BN5PtS3



> Which of these has the lowest molar mass?

C49H50N10O2



> What is the molar mass in the second record?

1012.1 Da